Record 1
Density functional theory data (ωB97M-V with the def2-TZVPD basis set) for an isolated molecule of C19H15N7O in a non-equilibrium geometry.

CARTESIAN COORDINATES (ANGSTROEM)
O  4.306  -0.490  -0.869
N  -5.323  1.871  3.013
N  4.547  -0.472  -6.135
N  5.236  -0.100  -5.064
N  1.573  -1.629  2.135
C  3.132  -0.774  -1.134
C  -5.638  2.275  4.204
C  -4.455  2.205  5.060
C  -3.430  1.738  4.277
C  3.283  -0.957  -6.041
C  0.358  -1.131  1.926
C  4.683  -0.279  -3.840
C  2.403  -1.546  1.112
C  -3.397  0.646  -0.548
C  0.853  -0.379  -0.307
C  -2.139  0.025  -0.485
C  2.665  -1.067  -4.817
C  -4.011  1.138  0.608
C  -2.000  0.641  1.885
C  2.127  -0.933  -0.110
C  -0.033  -0.484  0.766
C  -1.398  0.046  0.707
C  3.373  -0.780  -3.663
C  -3.328  1.110  1.853
N  3.659  -1.963  1.406
N  2.687  -0.938  -2.429
N  -3.979  1.520  3.021
H  -6.615  2.681  4.477
H  -4.463  2.443  6.108
H  -2.436  1.523  4.605
H  2.733  -1.196  -6.958
H  -0.360  -1.240  2.771
H  5.305  0.005  -2.998
H  -3.866  0.701  -1.501
H  0.608  0.241  -1.156
H  -1.737  -0.430  -1.389
H  1.651  -1.331  -4.720
H  -5.038  1.549  0.532
H  -1.431  0.598  2.808
H  3.772  -2.041  2.432
H  4.405  -1.519  0.880
H  1.717  -1.274  -2.423

Output
E_tot	-1191.54244	Ha
HOMO energy	-8.372	eV
HOMO-LUMO gap	8.1075	eV
energy relative to the best compared isomer or geometry (same formula, charge and spin)	0.0	kJ/mol
F_max	2.9	eV Å⁻¹
LUMO	-0.264	eV
SMILES string	Nc1ncc(-c2cccc(-n3cccn3)c2)cc1C(=O)Nc1ccnnc1

Mulliken population analysis, charges in e, atoms 1 to 5:
1. O -0.714
2. N -1.050
3. N -0.447
4. N -0.401
5. N -0.670


Record 2
Density functional theory data (ωB97M-V with the def2-TZVPD basis set) for a structure of composition C19H15N7O7SV.

CARTESIAN COORDINATES (ANGSTROEM)
V  -0.385  1.096  -0.505
C  3.101  -0.661  -0.098
C  2.911  0.799  -0.302
N  1.752  1.413  -0.430
C  2.016  2.749  -0.620
C  3.368  2.947  -0.602
N  3.908  1.700  -0.398
C  4.275  4.117  -0.728
O  3.712  5.285  -0.914
O  5.471  3.942  -0.642
C  0.876  3.693  -0.824
O  1.120  4.900  -0.962
O  -0.267  3.142  -0.852
H  2.189  -1.083  0.322
H  3.929  -0.856  0.583
H  3.305  -1.157  -1.049
H  4.903  1.541  -0.343
H  2.697  5.213  -0.955
N  -4.339  1.132  0.828
C  -4.774  1.025  -0.473
C  -3.653  1.041  -1.244
N  -2.549  1.150  -0.443
C  -2.992  1.199  0.798
C  -2.028  1.293  1.867
N  -0.748  1.314  1.547
C  -0.049  1.378  2.721
C  -0.922  1.398  3.763
N  -2.180  1.346  3.207
H  -4.925  1.103  1.643
H  -5.817  0.951  -0.723
H  -3.572  0.977  -2.315
H  1.026  1.395  2.738
H  -0.770  1.436  4.826
H  -3.043  1.295  3.719
O  0.203  -1.080  -2.647
C  -0.127  -1.659  -1.619
N  -0.413  -1.008  -0.468
S  -0.798  -1.996  0.760
O  0.206  -1.949  1.794
O  -2.162  -1.785  1.185
C  -0.649  -3.489  -0.183
C  -0.843  -4.798  0.205
C  -0.636  -5.781  -0.755
C  -0.247  -5.447  -2.050
C  -0.054  -4.124  -2.421
C  -0.261  -3.144  -1.465
H  -1.141  -5.049  1.214
H  -0.777  -6.821  -0.493
H  -0.095  -6.236  -2.775
H  0.246  -3.847  -3.423

Output
multiplicity	4
E_tot	-2985.44341	Ha
HOMO energy (spin up / spin down)	-7.331 / -9.138	eV
HOMO-LUMO gap (spin up / spin down)	7.2209 / 9.0254	eV
expectation value of S²	3.757
energy relative to the best compared isomer or geometry (same formula, charge and spin)	21.9	kJ/mol
F_max	0.7	eV Å⁻¹
LUMO (spin up / spin down)	-0.110 / -0.113	eV

Mulliken population analysis, charges in e, atoms 1 to 5:
1. V 0.438
2. C -0.961
3. C 0.090
4. N -0.034
5. C 0.039


Record 3
Density functional theory data (ωB97M-V with the def2-TZVPD basis set) for a structure of composition C19H16BF2I2N4O5Tc in a non-equilibrium geometry.

CARTESIAN COORDINATES (ANGSTROEM)
Tc  1.314  -0.035  -0.024
I  -3.817  0.086  5.573
C  -2.129  0.442  4.433
C  -1.586  1.713  4.367
C  -0.465  1.939  3.576
I  0.508  3.752  3.685
C  0.089  0.919  2.813
O  1.166  1.142  1.977
C  -0.383  -0.388  2.969
C  0.330  -1.595  2.420
N  0.276  -1.666  0.945
C  0.811  -2.943  0.422
C  1.230  -2.813  -1.019
C  1.278  -3.898  -1.871
C  1.782  -3.724  -3.152
C  2.234  -2.475  -3.541
C  2.145  -1.425  -2.645
N  1.637  -1.591  -1.415
C  -1.499  -0.601  3.770
H  -2.012  2.524  4.942
H  -0.109  -2.494  2.859
H  1.385  -1.573  2.704
H  -0.697  -1.595  0.661
H  0.096  -3.760  0.546
H  1.692  -3.191  1.020
H  0.935  -4.866  -1.531
H  1.826  -4.559  -3.838
H  2.648  -2.303  -4.524
H  2.484  -0.427  -2.885
H  -1.868  -1.613  3.886
C  -2.619  0.442  0.238
C  -1.681  0.977  -0.784
N  -0.351  0.988  -0.735
C  0.070  1.710  -1.852
C  -1.012  2.126  -2.557
N  -2.096  1.652  -1.867
C  -1.271  2.862  -3.831
O  -0.241  3.370  -4.464
O  -2.413  2.950  -4.207
C  1.523  1.916  -2.103
O  1.904  2.547  -3.079
O  2.294  1.336  -1.242
H  -2.093  -0.202  0.934
H  -3.439  -0.111  -0.219
H  -3.051  1.258  0.822
H  -3.044  1.835  -2.166
H  0.619  3.176  -3.988
F  0.977  3.130  0.676
B  1.667  2.435  1.566
F  2.955  2.625  1.736

Output
multiplicity	2
E_tot	-2229.65691	Ha
HOMO energy (spin up / spin down)	-11.174 / -10.798	eV
HOMO-LUMO gap (spin up / spin down)	7.8118 / 7.5211	eV
expectation value of S²	0.754
energy relative to the best compared isomer or geometry (same formula, charge and spin)	0.0	kJ/mol
charge	+1
F_max	1.1	eV Å⁻¹
LUMO (spin up / spin down)	-3.363 / -3.277	eV

Mulliken population analysis, charges in e, atoms 1 to 5:
1. Tc 0.394
2. I 0.174
3. C -0.631
4. C -0.358
5. C 0.113


Record 4
Density functional theory data (ωB97M-V with the def2-TZVPD basis set) for a structure of composition C19H16BaCl2N5O2 in a non-equilibrium geometry.

CARTESIAN COORDINATES (ANGSTROEM)
Ba  1.268  -0.166  -0.079
Cl  2.607  -4.002  -1.049
C  0.899  -4.090  -1.379
C  0.437  -5.074  -2.263
C  -0.882  -5.137  -2.587
Cl  -1.428  -6.365  -3.704
C  -1.802  -4.219  -2.034
C  -3.171  -4.181  -2.370
C  -3.989  -3.265  -1.782
C  -3.445  -2.389  -0.824
N  -2.180  -2.385  -0.494
C  -1.332  -3.257  -1.097
C  0.075  -3.154  -0.765
O  0.533  -2.227  0.026
H  1.141  -5.768  -2.700
H  -3.552  -4.870  -3.113
H  -5.038  -3.202  -2.040
H  -4.075  -1.667  -0.313
N  0.735  0.918  -2.381
C  0.997  0.357  -3.555
C  1.696  -0.917  -3.760
C  2.026  -1.421  -5.009
C  1.682  -0.758  -6.190
C  0.956  0.448  -6.062
C  0.611  0.972  -4.835
H  1.967  -1.490  -2.867
H  2.565  -2.369  -5.070
H  1.950  -1.159  -7.163
H  0.651  0.979  -6.965
H  0.048  1.899  -4.768
C  -1.092  -3.249  5.243
N  -0.289  -2.388  4.402
C  0.793  -1.585  4.931
C  1.005  -0.577  3.794
O  1.912  0.230  3.756
N  0.025  -0.760  2.850
C  -0.689  -1.809  3.232
N  -1.721  -2.275  2.527
H  -0.438  -3.877  5.845
H  -1.717  -3.907  4.644
H  -1.743  -2.677  5.914
H  1.698  -2.169  5.104
H  0.518  -1.066  5.853
H  -1.739  -2.052  1.532
H  -2.047  -3.202  2.733

Output
E_tot	-2103.82630	Ha
HOMO energy	-1.130	eV
HOMO-LUMO gap	2.9522	eV
energy relative to the best compared isomer or geometry (same formula, charge and spin)	463.6	kJ/mol
charge	-1
F_max	3.8	eV Å⁻¹
LUMO	1.823	eV

Mulliken population analysis, charges in e, atoms 1 to 5:
1. Ba 1.428
2. Cl -0.251
3. C 0.896
4. C -0.691
5. C 0.639


Record 5
Density functional theory data (ωB97M-V with the def2-TZVPD basis set) for a structure of composition C19H16Cl2FMgN3S3Si.

CARTESIAN COORDINATES (ANGSTROEM)
Mg  -0.580  0.413  -0.003
Cl  2.346  -0.949  -1.581
C  3.200  0.022  -0.420
C  4.349  -0.512  0.134
C  5.055  0.203  1.089
C  4.591  1.448  1.478
C  3.436  1.961  0.909
Cl  2.924  3.531  1.470
C  2.679  1.285  -0.063
S  1.247  1.964  -0.788
H  4.675  -1.493  -0.184
H  5.952  -0.211  1.533
H  5.110  2.029  2.228
S  -2.543  0.835  -1.524
C  -2.558  -0.888  -1.656
S  -1.364  -1.799  -0.799
C  -3.517  -1.535  -2.440
C  -4.520  -0.825  -3.159
N  -5.362  -0.297  -3.748
C  -3.555  -2.951  -2.582
N  -3.625  -4.093  -2.741
C  -3.580  2.077  2.896
Si  -1.789  2.379  2.376
C  -0.905  3.363  3.726
C  -1.829  3.523  0.894
N  -0.952  0.935  1.980
C  -0.503  0.071  2.928
C  -0.910  -0.001  4.281
C  -0.360  -0.905  5.178
C  0.623  -1.804  4.787
C  1.045  -1.783  3.459
C  0.481  -0.881  2.598
F  0.914  -0.874  1.297
H  -4.096  3.015  3.126
H  -3.664  1.417  3.762
H  -4.102  1.598  2.063
H  -1.440  4.301  3.908
H  0.096  3.611  3.362
H  -0.790  2.842  4.677
H  -2.284  4.477  1.181
H  -2.406  3.114  0.064
H  -0.809  3.712  0.547
H  -1.688  0.672  4.619
H  -0.717  -0.909  6.202
H  1.053  -2.506  5.489
H  1.808  -2.454  3.084

Output
E_tot	-3602.57797	Ha
HOMO energy	-2.226	eV
HOMO-LUMO gap	6.6610	eV
energy relative to the best compared isomer or geometry (same formula, charge and spin)	0.0	kJ/mol
charge	-2
F_max	0.1	eV Å⁻¹
LUMO	4.436	eV

Mulliken population analysis, charges in e, atoms 1 to 5:
1. Mg 0.658
2. Cl -0.176
3. C 0.709
4. C -0.770
5. C -0.315